[1]
A cluster of 2 separate species, C13H21NO4 in total in a non-equilibrium geometry, computed with ωB97M-V/def2-TZVPD.

For the orbital gap, the calculation gives 8.775 eV. The energy above the lowest of the compared OMol25 structures with the same formula, charge and spin is 1641.6 kJ/mol. The net charge is 0. The calculation puts the energy at -863.08901 Ha.

Element x y z (Å)
H1 -2.61 0.54 -3.10
C1 -2.85 1.13 1.41
H2 4.13 1.25 -0.57
C2 0.73 0.41 -2.78
H3 -3.45 0.41 1.18
O1 1.69 -2.07 -1.00
H4 -0.29 1.89 0.06
H5 -3.20 1.63 2.28
N1 0.20 -1.62 1.46
C3 -0.38 1.53 -1.07
H6 -0.56 -0.18 -4.12
O2 1.85 1.36 -0.75
O3 -1.35 0.84 1.70
H7 -3.71 2.87 0.40
H8 2.83 -3.21 -0.03
C4 -2.80 2.33 0.51
C5 -1.35 -0.19 2.45
O4 -2.79 1.82 -1.11
C6 3.20 0.92 -1.37
C7 0.79 1.14 -1.55
H9 3.02 -0.17 -1.56
H10 0.39 -1.32 3.50
C8 -1.47 0.94 -2.76
H11 -2.02 3.00 0.82
H12 1.03 -1.45 -0.84
H13 0.74 0.15 2.54
H14 -2.11 -1.19 2.36
C9 0.15 -0.75 2.54
H15 2.28 -1.25 1.42
H16 -0.22 -2.33 1.43
H17 2.01 -2.62 2.00
H18 3.45 1.31 -2.31
H19 -1.69 -0.09 3.52
C10 1.70 -2.16 1.26
H20 1.58 0.19 -3.32
H21 1.05 -3.97 0.08
C11 2.06 -2.84 0.15
C12 -0.56 0.27 -3.37
C13 -1.46 1.46 -1.50

[2]
A structure of composition C13H22AuFIN3O3Si in a non-equilibrium geometry, computed with ωB97M-V/def2-TZVPD.

For the orbital gap (spin up / spin down), the calculation gives 4.949 / 4.938 eV. The net charge is +2. The calculation puts the energy at -1720.74924 Ha.

Element x y z (Å)
H1 1.00 -3.84 -1.50
H2 -0.75 -3.52 1.82
C1 -1.13 3.07 3.32
C2 4.15 -2.79 -2.14
H3 -2.74 1.93 3.04
H4 4.96 -0.91 -1.48
O1 -0.10 1.85 -0.80
H5 -2.36 -2.85 1.69
H6 -1.10 -3.52 -2.40
H7 -3.17 -0.90 -0.58
C3 0.30 2.99 -1.04
N1 -2.60 2.93 3.37
O2 0.54 1.93 2.01
N2 1.58 3.33 -1.03
H8 1.91 4.25 -1.26
C4 -0.70 4.05 -1.42
H9 -0.70 2.91 4.31
C5 1.73 -1.91 -0.89
O3 -1.46 1.03 2.16
H10 2.27 2.64 -0.75
Au1 0.58 0.23 0.75
I1 -2.54 3.65 -0.40
C6 1.85 -3.18 -1.52
H11 5.05 -3.12 -2.62
H12 -0.39 5.06 -1.16
H13 -2.49 -3.79 -1.36
H14 -0.97 -4.56 -0.98
H15 -1.05 -1.84 2.25
C7 3.01 -3.60 -2.12
C8 2.93 -1.13 -0.92
N3 0.60 -1.48 -0.34
C9 -1.31 -2.63 1.56
H16 -3.05 3.54 2.68
F1 2.92 0.10 -0.35
Si1 -1.04 -2.14 -0.27
H17 -0.91 4.00 -2.49
C10 -2.15 -0.70 -0.87
H18 -2.11 -0.63 -1.95
C11 -1.41 -3.65 -1.37
H19 -1.87 0.26 -0.46
C12 4.10 -1.55 -1.51
H20 3.05 -4.58 -2.59
H21 -0.80 4.03 2.94
H22 -3.00 3.11 4.29
C13 -0.64 1.92 2.42